A cluster of 2 separate species, CH3Cl2O2PS in total at a distorted geometry, computed with the ωB97M-V functional and the def2-TZVPD basis.

Summary:
**Net charge**: 0
**Relative energy (zero: lowest compared OMol25 entry of this formula, charge and spin)**: 321.3 kJ/mol
**Largest force on an atom**: 2.77 eV/A
**Multiplicity**: 1
**Frontier orbital gap (spin up / spin down)**: 5.67 / 8.36 eV

Cartesian coordinates (Å):
C  0.4539  -0.6628  0.0801
O  1.7536  1.8268  -0.2193
O  2.6041  0.0025  -1.5411
P  1.9776  2.4034  -3.8839
S  1.4143  0.7221  -1.0623
Cl  2.3180  0.4966  -4.3925
Cl  3.2326  2.7368  -2.4450
H  1.0609  -1.5715  0.0529
H  0.6101  -0.2827  1.0343
H  -0.5980  -0.6052  -0.1437